DFT (wB97M-V/def2-TZVPD) results for a molecular structure, CH6NO3PS.

```
13
Properties=species:S:1:pos:R:3:forces:R:3:lowdin_charge:R:1
S -2.2021 -1.3723 -0.0386 0.2 1.2 0.0 0.23
P -1.7818 0.5083 0.2691 -0.2 0.1 -1.2 0.15
O 0.1992 0.6655 -0.9337 -1.4 -0.3 1.9 -0.27
O -2.6273 1.6279 -0.5686 0.8 -2.9 -1.4 -0.23
O -1.3047 1.1124 1.5071 0.6 0.0 0.5 -0.36
N 1.0475 0.3462 0.1345 1.6 -0.9 -1.8 -0.15
C 1.6497 -1.0245 0.0072 1.2 -1.2 -1.0 -0.02
H 1.0205 -1.9027 0.1980 -1.0 1.1 0.4 0.08
H 2.5107 -1.2090 0.6892 -0.3 0.8 -0.6 0.10
H 0.6619 0.2746 1.0385 -1.8 0.9 1.6 0.09
H -2.7903 1.0714 -1.4066 -0.2 1.5 1.2 0.09
H 1.8746 -1.2088 -1.0530 0.5 0.6 0.4 0.10
H 1.7422 1.1110 0.1567 0.0 -0.8 0.1 0.18
```
Forces are in eV/Å.

## Properties
ΔE to the lowest compared entry with this formula, charge and spin ... 0.00 kcal per mole
E_HOMO ... -9.28 eV
LUMO level ... 0.350 eV
Orbital gap ... 9.625 eV
Multiplicity ... 1